# 1
Molecular formula: C2HLiO3Tl
Method: DFT, wB97M-V/def2-TZVPD

As for the molar mass: 284.351 g/mol. The charge is +1. The total energy is -482.28845 a.u. The spin multiplicity is 1.

Structure (XYZ):
```
8
Properties=species:S:1:pos:R:3:lowdin_charge:R:1
O -0.750 1.150 -0.708 -0.16
C -1.023 0.107 -0.115 -0.19
O 1.566 0.771 0.695 0.05
C 0.902 -0.226 0.589 -0.53
O 1.008 -1.389 0.285 -0.21
Li 0.755 2.307 -0.416 0.84
H -1.917 0.094 0.555 0.08
Tl -0.541 -2.814 -0.885 1.11
```

# 2
Molecular formula: C5H7N
Method: DFT, wB97M-V/def2-TZVPD

As for the molar mass: 81.118 g/mol. The total energy is -249.28218 a.u. The spin multiplicity is 1.

Structure (XYZ):
```
13
Properties=species:S:1:pos:R:3:lowdin_charge:R:1
C -0.165 -0.216 2.025 -0.17
C 0.620 -0.563 2.842 0.08
C 0.841 0.105 -2.378 -0.08
C -1.032 0.057 0.867 -0.20
C -0.507 0.706 -0.500 -0.14
N 0.196 -0.091 -1.269 -0.14
H 0.078 -1.206 -0.991 0.25
H 1.236 -0.807 3.717 0.04
H 1.402 -0.648 -2.891 0.04
H 1.127 1.080 -2.788 0.06
H -1.371 -0.866 0.617 0.05
H -1.877 0.683 1.268 0.12
H -0.549 1.766 -0.521 0.09
```

# 3
Molecular formula: C3H9NO3
Method: DFT, wB97M-V/def2-TZVPD

As for the molar mass: 107.109 g/mol. The total energy is -400.01259 a.u. The spin multiplicity is 1.

Structure (XYZ):
```
16
Properties=species:S:1:pos:R:3:lowdin_charge:R:1
C -1.342 -0.935 -0.117 -0.42
C -0.953 0.380 1.358 -0.12
C 2.207 0.445 -0.548 -0.22
N -0.275 -1.047 -0.881 0.18
O 0.927 0.867 -0.923 -0.25
O -2.481 -0.436 -0.690 0.02
O -0.668 1.489 0.782 -0.03
H -2.221 0.043 -1.490 0.12
H 0.220 1.307 -0.043 0.05
H 0.481 -1.538 -0.412 0.08
H -1.575 -1.732 0.597 0.16
H -0.139 -0.190 1.828 0.11
H -1.902 0.336 1.897 0.12
H 2.564 -0.338 -1.227 0.07
H 2.251 0.060 0.482 0.07
H 2.905 1.291 -0.614 0.07
```

# 4
Molecular formula: C4H12
Method: DFT, wB97M-V/def2-TZVPD

As for the molar mass: 60.140 g/mol. The total energy is -159.56697 a.u. The spin multiplicity is 1. Its SMILES is CC.CC.

Structure (XYZ):
```
16
Properties=species:S:1:pos:R:3:lowdin_charge:R:1
C 1.072 0.705 -1.357 -0.20
C 2.051 -0.406 -1.620 -0.16
H 1.079 1.147 -0.356 0.05
H 1.032 1.590 -1.999 0.06
H 0.023 0.389 -1.443 0.06
H 2.820 -0.495 -0.856 0.06
H 1.570 -1.343 -1.879 0.06
H 2.647 -0.127 -2.499 0.06
C -1.024 -0.666 1.313 -0.18
C -2.113 0.340 1.668 -0.17
H -0.058 -0.157 1.316 0.05
H -0.809 -1.380 2.117 0.06
H -1.131 -1.198 0.375 0.06
H -2.596 0.674 0.743 0.06
H -2.922 -0.003 2.309 0.06
H -1.717 1.253 2.107 0.06
```